# 1
{
  "formula": "C33H41EuN3P",
  "method": "ωB97M-V/def2-TZVPD",
  "elements": ["Eu", "C", "C", "C", "C", "C", "C", "C", "C", "C", "H", "H", "H", "H", "H", "H", "H", "H", "H", "H", "H", "H", "C", "C", "N", "C", "C", "N", "C", "C", "N", "H", "H", "H", "H", "H", "H", "H", "H", "H", "H", "H", "H", "H", "H", "H", "C", "C", "C", "C", "C", "C", "P", "C", "C", "C", "C", "C", "C", "C", "C", "C", "C", "C", "C", "H", "H", "H", "H", "H", "H", "H", "H", "H", "H", "H", "H", "H", "H"],
  "xyz": [[-1.3170, -0.3997, 0.6464], [-5.2341, -2.7720, 0.8805], [-4.1369, -2.1986, -0.0010], [-2.9906, -3.0322, -0.3086], [-2.0124, -2.6099, -1.2182], [-0.8591, -3.5721, -1.5938], [-2.1545, -1.3212, -1.7843], [-3.3075, -0.5177, -1.5319], [-3.4248, 0.7049, -2.3201], [-4.2802, -0.9652, -0.6365], [-4.8388, -3.2930, 1.7706], [-5.9174, -3.5328, 0.3898], [-5.9098, -1.9020, 1.1209], [-2.7429, -3.8469, 0.3271], [-0.0637, -3.0881, -2.1721], [-1.1887, -4.4219, -2.1669], [-0.3120, -3.9551, -0.6937], [-1.4254, -0.8840, -2.4876], [-4.1024, 1.4468, -1.8666], [-3.8319, 0.6513, -3.3456], [-2.4405, 1.1796, -2.4433], [-5.1467, -0.2876, -0.4483], [0.7097, -1.0007, 3.7039], [1.2774, 0.3213, 3.1625], [0.2341, 1.0831, 2.4132], [-0.7690, 1.8343, 3.1685], [-1.7804, 0.9854, 3.9737], [-2.4374, -0.0406, 3.1335], [-2.4909, -1.3420, 3.8443], [-1.3975, -2.4220, 3.4028], [-0.2072, -1.7913, 2.8052], [1.5712, -1.6415, 4.0272], [0.1325, -0.8039, 4.6286], [1.6500, 0.9085, 4.0017], [2.1818, 0.1985, 2.5313], [0.6759, 1.7331, 1.7403], [-0.3223, 2.4952, 3.9371], [-1.3178, 2.5497, 2.5624], [-1.2473, 0.5357, 4.8119], [-2.5031, 1.6835, 4.4953], [-3.4112, 0.1731, 2.9067], [-2.4684, -1.1404, 4.9415], [-3.4382, -1.8426, 3.5997], [-1.1676, -3.0303, 4.2663], [-1.8934, -3.1044, 2.6793], [0.3666, -2.4148, 2.2807], [2.7679, 1.0421, -5.9321], [1.7102, 1.7463, -5.3380], [1.3872, 1.4042, -4.0486], [2.1810, 0.5532, -3.2675], [3.0846, -0.2895, -3.9551], [3.4070, 0.0058, -5.2620], [1.8930, 0.1156, -1.5476], [3.4698, 0.3632, -0.7479], [4.3252, -0.8127, -0.8595], [5.6289, -0.7764, -0.4241], [6.1306, 0.3942, 0.1931], [5.2946, 1.4676, 0.4555], [3.9378, 1.4191, 0.0043], [0.9796, 1.6358, -1.0744], [1.4866, 2.9506, -1.2564], [0.6879, 4.0370, -0.9009], [-0.6336, 3.9316, -0.5398], [-1.1057, 2.6307, -0.2623], [-0.2690, 1.5895, -0.5031], [3.1247, 1.3378, -6.9061], [1.0988, 2.5181, -5.8327], [0.5194, 1.9182, -3.6751], [3.6616, -1.0350, -3.3477], [4.2358, -0.5440, -5.7481], [3.9857, -1.6998, -1.2708], [6.2768, -1.6266, -0.3843], [7.1516, 0.4250, 0.5630], [5.6978, 2.2551, 1.0587], [3.2312, 2.1822, 0.4241], [2.4870, 3.1643, -1.6282], [1.1108, 5.0176, -0.9104], [-1.2068, 4.8861, -0.4480], [-2.0483, 2.4838, 0.2376]],
  "lowdin_spin": [7.033, 0.000, 0.001, 0.000, -0.001, 0.001, -0.001, 0.000, 0.001, 0.000, 0.000, 0.000, 0.000, 0.000, 0.000, 0.000, 0.000, 0.001, 0.000, 0.000, 0.000, 0.000, 0.000, 0.000, -0.006, 0.000, 0.000, -0.005, 0.001, 0.002, -0.005, 0.000, 0.000, 0.000, 0.000, 0.000, 0.000, 0.000, 0.000, 0.000, 0.001, 0.000, 0.000, 0.000, 0.001, 0.000, 0.000, 0.000, 0.000, 0.000, 0.000, 0.000, 0.000, 0.000, 0.000, 0.000, 0.000, 0.000, 0.000, -0.001, -0.001, 0.001, -0.001, -0.001, -0.022, 0.000, 0.000, 0.000, 0.000, 0.000, 0.000, 0.000, 0.000, 0.000, 0.000, 0.000, 0.000, 0.000, 0.000],
  "lumo_ev": [-2.40, -2.39],
  "total_charge": 1,
  "e_homo_ev": [-9.4, -9.4],
  "e_above_lowest_ev": 1.829,
  "s_squared": 15.76,
  "max_force_ev_per_a": 3.996,
  "multiplicity": 8
}

***

# 2
{
  "formula": "C33H41GdN5",
  "method": "ωB97M-V/def2-TZVPD",
  "elements": ["Gd", "N", "N", "C", "C", "C", "C", "H", "H", "H", "C", "C", "H", "H", "H", "C", "C", "H", "H", "H", "C", "H", "H", "H", "C", "H", "H", "H", "C", "H", "C", "H", "C", "H", "C", "H", "C", "C", "H", "C", "C", "H", "C", "H", "N", "C", "C", "C", "H", "C", "C", "H", "H", "H", "C", "H", "C", "C", "H", "H", "H", "C", "H", "H", "H", "C", "C", "C", "C", "N", "N", "C", "H", "H", "H", "H", "H", "H", "H", "H"],
  "xyz": [[0.1755, -0.2566, 0.3059], [1.1335, -2.9522, 3.7335], [0.5650, -2.1569, -1.3871], [1.3081, 1.9767, 0.1890], [2.3267, 0.9902, 0.4967], [2.2239, 0.6972, 1.8934], [3.0650, -0.2275, 2.6863], [3.9324, -0.5742, 2.1245], [2.4723, -1.1754, 2.9498], [3.3815, 0.2132, 3.6318], [1.1445, 1.4381, 2.4403], [0.6995, 1.3826, 3.8601], [1.2399, 2.0939, 4.5062], [0.8650, 0.3790, 4.2767], [-0.3687, 1.6146, 3.9464], [0.5846, 2.2380, 1.4031], [-0.5472, 3.1864, 1.5853], [-1.3755, 2.6925, 2.1129], [-0.9202, 3.5388, 0.6159], [-0.2725, 4.0731, 2.1829], [3.3219, 0.4201, -0.4616], [4.2103, 1.0720, -0.4793], [2.9440, 0.3601, -1.4972], [3.6381, -0.5919, -0.1681], [1.0834, 2.6123, -1.1442], [0.0302, 2.8988, -1.2979], [1.3618, 1.9369, -1.9687], [1.6982, 3.5229, -1.2430], [0.2317, -3.5250, 4.5006], [0.3795, -3.4694, 5.5684], [-0.9152, -4.2136, 4.0602], [-1.5789, -4.7359, 4.7556], [-1.1334, -4.2706, 2.6765], [-1.9707, -4.8073, 2.2314], [-0.2925, -3.5795, 1.7822], [-0.4325, -3.5004, 0.6851], [0.8308, -2.8622, 2.4030], [1.8954, -2.0333, 1.8826], [2.3840, -2.6905, 0.9728], [-0.0686, -1.1880, -1.9277], [1.3657, -2.8921, -2.2451], [2.0083, -3.6994, -1.8795], [1.0384, -2.3545, -3.4946], [1.3702, -2.7550, -4.4114], [0.1574, -1.2603, -3.2678], [0.0312, -0.0405, -4.0058], [1.1230, 0.3983, -4.7776], [0.9826, 1.6066, -5.4278], [1.7643, 1.8950, -6.1412], [-0.1180, 2.4425, -5.2496], [-0.3059, 3.6558, -6.0995], [-0.8435, 4.4589, -5.5784], [-0.8955, 3.4155, -6.9988], [0.6516, 4.0586, -6.4504], [-1.0792, 2.0531, -4.3152], [-1.9385, 2.7146, -4.1275], [-1.0319, 0.8425, -3.6677], [-2.0319, 0.5164, -2.5943], [-2.0669, -0.5493, -2.3210], [-3.0256, 0.8305, -2.9390], [-1.8335, 1.1094, -1.6795], [2.4147, -0.3522, -4.7799], [2.2852, -1.4033, -5.0367], [2.9526, -0.2876, -3.8199], [3.0455, 0.0975, -5.5487], [-3.2563, -1.6951, 4.8630], [-2.8874, -0.9352, 3.6489], [-3.7069, -0.1983, 2.8011], [-2.8989, 0.3135, 1.7840], [-1.6226, -0.1546, 1.9484], [-1.6467, -0.8610, 3.1303], [-3.2974, 1.2000, 0.6597], [-4.3373, -1.5590, 5.0154], [-3.0622, -2.7719, 4.7627], [-2.7359, -1.3338, 5.7606], [-4.7802, -0.0535, 2.9227], [-0.7927, -1.2678, 3.5306], [-3.3726, 0.6311, -0.2834], [-4.2925, 1.6237, 0.8827], [-2.5816, 2.0336, 0.5457]],
  "lowdin_spin": [5.642, 0.025, 0.018, 0.039, 0.027, 0.003, 0.161, 0.001, 0.053, 0.015, 0.008, 0.002, 0.001, 0.000, 0.000, 0.012, 0.005, 0.001, 0.001, 0.000, 0.004, 0.001, 0.001, 0.000, 0.014, 0.004, 0.001, 0.001, 0.007, 0.000, 0.003, 0.001, 0.003, 0.001, 0.032, 0.007, 0.099, 0.561, 0.037, 0.027, 0.002, 0.001, -0.001, 0.000, 0.000, 0.002, 0.000, 0.002, 0.000, 0.000, 0.000, 0.000, 0.000, 0.000, 0.001, 0.000, 0.003, 0.029, 0.003, 0.001, 0.025, 0.000, 0.000, 0.000, 0.000, 0.002, 0.007, 0.001, 0.020, 0.031, 0.007, 0.029, 0.000, 0.000, 0.000, 0.000, 0.000, 0.006, 0.003, 0.008],
  "lumo_ev": [2.62, 2.57],
  "total_charge": -1,
  "e_homo_ev": [-1.0, -2.9],
  "s_squared": 15.79,
  "max_force_ev_per_a": 7.597,
  "multiplicity": 8
}